[1]
Molecular formula: C22H50O5S
Method: DFT, wB97M-V/def2-TZVPD

Cartesian coordinates (Å):
C (1.097, 1.485, -2.502)
C (1.848, 0.641, -3.693)
C (2.444, 1.706, -4.805)
C (4.018, 1.242, -5.128)
C (4.860, 2.597, -5.510)
O (3.923, 0.242, -6.204)
S (5.357, -0.661, -6.384)
O (4.861, -2.085, -6.851)
O (6.145, -0.965, -4.903)
C (5.292, -1.815, -4.007)
O (5.826, -1.619, -2.648)
C (5.800, -2.860, -1.856)
C (6.668, -2.544, -0.463)
O (5.698, -2.039, 0.521)
C (5.542, -0.576, 0.452)
C (3.911, -0.261, 0.346)
H (0.026, 0.989, -2.346)
H (0.941, 2.621, -2.735)
H (1.723, 1.316, -1.504)
H (1.077, -0.084, -4.218)
H (2.660, -0.031, -3.183)
H (1.830, 1.561, -5.811)
H (2.382, 2.801, -4.378)
H (4.432, 0.837, -4.109)
H (5.751, 2.666, -4.719)
H (5.368, 2.583, -6.566)
H (4.229, 3.597, -5.388)
H (5.405, -2.941, -4.368)
H (4.182, -1.454, -4.101)
H (6.251, -3.798, -2.389)
H (4.672, -3.100, -1.632)
H (7.455, -1.709, -0.778)
H (7.236, -3.514, -0.066)
H (6.030, -0.099, 1.413)
H (6.046, -0.069, -0.474)
H (3.668, 0.877, 0.525)
H (3.538, -0.503, -0.756)
H (3.364, -0.890, 1.167)
C (0.260, 1.097, 2.704)
C (-0.031, -0.394, 2.770)
C (-0.253, -1.023, 1.392)
C (-1.460, -0.481, 0.617)
C (-2.805, -0.611, 1.337)
C (-3.201, -2.053, 1.608)
H (-0.578, 1.654, 2.274)
H (0.437, 1.491, 3.709)
H (1.151, 1.293, 2.100)
H (-0.894, -0.574, 3.420)
H (0.822, -0.894, 3.247)
H (-0.352, -2.108, 1.512)
H (0.647, -0.870, 0.781)
H (-1.520, -1.007, -0.344)
H (-1.293, 0.574, 0.370)
H (-3.578, -0.147, 0.716)
H (-2.791, -0.049, 2.279)
H (-3.271, -2.618, 0.673)
H (-4.177, -2.090, 2.100)
H (-2.482, -2.556, 2.261)
C (-5.568, 1.929, 1.913)
C (-6.109, 2.231, 3.302)
C (-5.821, 1.119, 4.313)
C (-6.466, -0.234, 3.990)
C (-7.990, -0.209, 3.846)
C (-8.704, 0.206, 5.122)
H (-6.032, 1.035, 1.484)
H (-5.776, 2.764, 1.238)
H (-4.485, 1.777, 1.942)
H (-7.184, 2.432, 3.244)
H (-5.643, 3.158, 3.662)
H (-6.146, 1.452, 5.305)
H (-4.734, 0.975, 4.385)
H (-6.196, -0.945, 4.782)
H (-6.032, -0.637, 3.068)
H (-8.329, -1.212, 3.567)
H (-8.287, 0.454, 3.025)
H (-8.460, -0.477, 5.942)
H (-9.787, 0.184, 4.972)
H (-8.433, 1.222, 5.427)

Values from the calculation:
* total charge: 0
* orbital gap: 10.53 eV
* E_LUMO: 0.726 eV

***

[2]
Molecular formula: O4S
Method: DFT, wB97M-V/def2-TZVPD

Cartesian coordinates (Å):
O (-1.311, 0.183, 0.153)
O (-0.721, -0.384, -1.052)
O (0.784, -1.047, 0.873)
O (0.984, 1.223, -0.091)
S (0.264, 0.026, 0.117)

Values from the calculation:
* total charge: 0
* SMILES string: O=S1(=O)OO1
* orbital gap: 12.38 eV
* E_LUMO: 0.170 eV

***

[3]
Molecular formula: C10H18Br3Cl6CuO3
Method: DFT, wB97M-V/def2-TZVPD

Cartesian coordinates (Å):
Cu (4.116, 4.751, 2.353)
C (-0.766, 1.279, -0.524)
C (-0.676, 1.891, 0.864)
O (0.492, 2.665, 1.078)
H (-1.645, 0.692, -0.790)
H (0.113, 0.677, -0.755)
H (-0.658, 2.070, -1.265)
H (-0.836, 1.073, 1.567)
H (-1.562, 2.526, 0.842)
O (-2.291, -8.929, -1.666)
C (-2.068, -7.768, -1.849)
O (-1.872, -7.336, -3.130)
C (-1.728, -5.905, -3.162)
C (-2.128, -5.388, -1.774)
C (-2.149, -6.606, -0.865)
H (-2.435, -5.455, -3.859)
H (-0.725, -5.590, -3.448)
H (-3.151, -5.033, -1.648)
H (-1.522, -4.571, -1.384)
H (-3.022, -6.626, -0.213)
H (-1.283, -6.630, -0.203)
C (-1.870, 7.639, 1.879)
Cl (-3.215, 7.463, 0.720)
Cl (-2.033, 9.138, 2.842)
H (-2.002, 6.792, 2.553)
H (-0.890, 7.501, 1.423)
C (1.626, -0.125, 6.308)
Cl (1.794, 0.195, 8.130)
Cl (1.733, -1.922, 6.055)
H (0.700, 0.350, 5.987)
H (2.476, 0.314, 5.785)
C (4.066, -1.971, 0.181)
Cl (5.553, -2.733, 0.873)
Cl (3.981, -2.507, -1.484)
H (3.234, -2.553, 0.578)
H (4.008, -0.887, 0.279)
C (1.369, 6.218, -4.391)
Br (-0.576, 5.963, -4.316)
Br (1.893, 8.056, -3.756)
Br (2.156, 5.803, -6.110)
H (1.793, 5.480, -3.710)

Values from the calculation:
* spin multiplicity: 2
* expectation value of S²: 0.754
* total charge: +1
* orbital gap (alpha / beta): 3.32 / 3.33 eV
* E_LUMO (alpha / beta): -8.091 / -8.089 eV

***

[4]
Molecular formula: C35H52GdP3SSb
Method: DFT, wB97M-V/def2-TZVPD

Cartesian coordinates (Å):
Gd (1.176, -0.671, -0.756)
P (0.357, -2.550, 0.385)
P (2.573, 0.055, 0.879)
P (2.864, -1.621, -2.088)
H (-3.265, 2.565, -8.917)
C (-2.899, 1.600, -9.259)
C (-3.645, 0.501, -9.181)
H (-4.651, 0.520, -8.772)
C (-1.272, -2.367, 1.233)
C (1.339, -3.245, 1.793)
C (0.040, -4.129, -0.523)
C (3.414, 1.657, 0.513)
C (1.972, 0.453, 2.587)
C (4.027, -0.969, 1.402)
C (2.480, -2.256, -3.779)
C (3.945, -3.033, -1.560)
C (4.175, -0.393, -2.471)
H (-1.893, 1.581, -9.669)
H (-3.279, -0.464, -9.524)
H (-1.937, -1.769, 0.605)
H (-1.132, -1.826, 2.174)
H (-1.725, -3.342, 1.444)
H (1.549, -2.463, 2.524)
H (2.292, -3.638, 1.429)
H (0.792, -4.057, 2.286)
H (-0.811, -3.989, -1.193)
H (-0.182, -4.950, 0.168)
H (0.917, -4.390, -1.124)
H (4.103, 1.952, 1.312)
H (2.647, 2.425, 0.384)
H (3.959, 1.577, -0.430)
H (2.822, 0.623, 3.257)
H (1.379, -0.379, 2.975)
H (1.349, 1.350, 2.578)
H (4.532, -0.514, 2.261)
H (4.740, -1.068, 0.584)
H (3.689, -1.970, 1.682)
H (3.392, -2.651, -4.239)
H (2.086, -1.440, -4.388)
H (1.745, -3.062, -3.712)
H (4.867, -3.028, -2.153)
H (3.432, -3.984, -1.730)
H (4.212, -2.959, -0.503)
H (4.810, -0.742, -3.292)
H (4.781, -0.231, -1.575)
H (3.706, 0.555, -2.741)
C (-0.381, -0.208, -3.947)
C (0.498, 0.859, -4.203)
C (0.229, 1.784, -5.212)
C (-0.921, 1.674, -5.993)
C (-1.802, 0.615, -5.749)
C (-1.540, -0.311, -4.745)
S (-0.151, -1.417, -2.687)
H (1.689, 0.676, -1.543)
H (1.400, 0.935, -3.601)
H (0.930, 2.597, -5.387)
H (-1.129, 2.397, -6.777)
H (-2.704, 0.511, -6.348)
H (-2.233, -1.128, -4.562)
C (-0.076, 0.196, 6.834)
C (0.082, -0.870, 5.964)
C (-0.240, -0.719, 4.616)
C (-0.718, 0.511, 4.072)
C (-0.901, 1.564, 4.989)
C (-0.579, 1.407, 6.355)
Sb (-1.091, 0.698, 1.793)
C (-3.064, -0.075, 2.548)
C (-4.247, 0.536, 2.111)
C (-5.499, 0.118, 2.603)
C (-5.586, -0.908, 3.544)
C (-4.428, -1.528, 3.995)
C (-3.191, -1.125, 3.501)
C (-0.831, 2.880, 1.855)
C (-1.643, 3.639, 1.005)
C (-1.582, 5.038, 1.024)
C (-0.709, 5.688, 1.903)
C (0.095, 4.952, 2.759)
C (0.039, 3.558, 2.739)
H (0.187, 0.077, 7.878)
H (0.468, -1.818, 6.326)
H (-0.076, -1.584, 3.996)
H (-1.285, 2.515, 4.666)
H (-0.702, 2.230, 7.043)
H (-4.200, 1.339, 1.393)
H (-6.403, 0.594, 2.258)
H (-6.544, -1.225, 3.935)
H (-4.485, -2.319, 4.733)
H (-2.357, -1.654, 3.908)
H (-2.331, 3.143, 0.334)
H (-2.214, 5.616, 0.367)
H (-0.670, 6.773, 1.928)
H (0.759, 5.452, 3.454)
H (0.665, 3.052, 3.452)

Values from the calculation:
* spin multiplicity: 8
* expectation value of S²: 16.094
* total charge: +3
* orbital gap (alpha / beta): 4.77 / 3.29 eV
* E_LUMO (alpha / beta): -10.321 / -11.807 eV

***

[5]
Molecular formula: C39H36N7O2Zr
Method: DFT, wB97M-V/def2-TZVPD

Cartesian coordinates (Å):
Zr (-0.397, 1.124, -0.244)
O (-1.546, -1.838, 2.520)
C (-1.503, -0.816, 1.854)
N (-1.345, -0.647, 0.528)
C (-1.210, -1.737, -0.373)
C (-1.244, -3.092, -0.059)
C (-1.137, -4.032, -1.078)
C (-1.012, -3.641, -2.400)
C (-0.972, -2.291, -2.729)
C (-1.047, -1.348, -1.722)
N (-1.053, 0.065, -1.910)
C (-1.938, 0.617, -2.787)
O (-2.244, 0.233, -3.892)
C (-2.705, 1.762, -2.138)
C (-3.769, 2.326, -2.816)
C (-4.635, 3.163, -2.134)
C (-4.414, 3.383, -0.783)
C (-3.316, 2.799, -0.182)
N (-2.457, 2.011, -0.836)
C (-1.646, 0.514, 2.565)
C (-2.258, 0.550, 3.805)
C (-2.375, 1.761, 4.463)
C (-1.857, 2.898, 3.855)
C (-1.259, 2.777, 2.620)
N (-1.143, 1.611, 1.968)
H (-1.374, -3.405, 0.964)
H (-1.170, -5.085, -0.827)
H (-0.955, -4.386, -3.184)
H (-0.905, -1.968, -3.759)
H (-3.902, 2.070, -3.858)
H (-5.481, 3.615, -2.636)
H (-5.087, 3.992, -0.195)
H (-3.125, 2.958, 0.870)
H (-2.626, -0.377, 4.220)
H (-2.859, 1.822, 5.429)
H (-1.905, 3.865, 4.335)
H (-0.857, 3.649, 2.128)
C (0.090, 3.635, -0.496)
C (0.122, 3.135, -1.823)
C (1.201, 2.229, -1.940)
C (1.863, 2.180, -0.686)
C (1.159, 3.023, 0.217)
C (1.718, 3.390, 1.565)
C (3.239, 1.656, -0.407)
C (1.662, 1.680, -3.255)
C (-0.614, 3.675, -3.008)
C (-0.684, 4.857, -0.093)
H (1.289, 4.318, 1.943)
H (2.793, 3.553, 1.478)
H (1.570, 2.616, 2.320)
H (3.304, 1.132, 0.546)
H (3.937, 2.496, -0.369)
H (3.583, 0.984, -1.190)
H (1.862, 2.502, -3.944)
H (0.902, 1.048, -3.722)
H (2.581, 1.104, -3.158)
H (-1.493, 4.253, -2.724)
H (-0.923, 2.888, -3.696)
H (0.054, 4.334, -3.569)
H (-0.409, 5.206, 0.901)
H (-1.764, 4.717, -0.126)
H (-0.447, 5.668, -0.785)
C (2.677, -1.975, -1.038)
C (1.779, -0.928, -1.000)
N (1.279, -0.448, 0.149)
C (1.582, -1.103, 1.277)
C (2.391, -2.220, 1.329)
C (3.002, -2.624, 0.139)
C (2.563, -2.929, 2.613)
C (2.584, -4.241, 2.865)
C (2.357, -5.420, 2.006)
C (2.484, -6.687, 2.569)
C (2.255, -7.777, 1.748)
N (1.897, -7.646, 0.474)
C (1.789, -6.397, 0.032)
N (2.008, -5.289, 0.725)
H (3.109, -2.278, -1.982)
H (1.467, -0.441, -1.912)
H (1.151, -0.713, 2.192)
H (3.759, -3.395, 0.153)
H (2.654, -2.279, 3.478)
H (2.737, -4.518, 3.903)
H (2.757, -6.816, 3.608)
H (2.363, -8.792, 2.116)
H (1.491, -6.264, -1.003)

Values from the calculation:
* total charge: +1
* orbital gap: 6.96 eV
* E_LUMO: -3.212 eV

***

[6]
Molecular formula: C26H19IKN
Method: DFT, wB97M-V/def2-TZVPD

Cartesian coordinates (Å):
K (-0.858, -0.850, 1.461)
I (-4.105, 4.897, 4.471)
C (-2.384, 3.719, 4.269)
C (-1.221, 4.087, 4.905)
C (-0.109, 3.297, 4.712)
C (-0.217, 2.166, 3.906)
N (-1.345, 1.814, 3.311)
C (-2.415, 2.580, 3.469)
H (-1.184, 4.964, 5.538)
H (0.835, 3.553, 5.172)
H (0.635, 1.516, 3.717)
H (-3.316, 2.271, 2.950)
C (1.712, -0.886, 1.438)
C (1.993, -0.658, 0.249)
C (2.404, -0.408, -1.119)
C (2.549, -1.547, -1.993)
C (2.519, -1.506, -3.421)
C (2.640, -2.647, -4.199)
C (2.781, -3.911, -3.627)
C (2.765, -3.989, -2.233)
C (2.647, -2.859, -1.442)
C (2.648, 0.962, -1.493)
C (2.095, 2.029, -0.724)
C (2.331, 3.361, -1.017)
C (3.147, 3.743, -2.085)
C (3.741, 2.725, -2.830)
C (3.512, 1.387, -2.549)
H (2.356, -0.560, -3.913)
H (2.603, -2.553, -5.281)
H (2.881, -4.799, -4.241)
H (2.842, -4.961, -1.754)
H (2.630, -2.943, -0.361)
H (1.470, 1.761, 0.120)
H (1.871, 4.127, -0.398)
H (3.325, 4.788, -2.315)
H (4.418, 2.984, -3.640)
H (4.036, 0.640, -3.125)
C (-5.687, -3.141, -0.076)
C (-4.402, -3.415, -0.535)
C (-3.307, -2.737, 0.005)
C (-3.390, -1.757, 1.021)
C (-4.723, -1.523, 1.436)
C (-5.843, -2.180, 0.919)
H (-6.545, -3.662, -0.486)
H (-4.256, -4.157, -1.315)
H (-2.328, -2.997, -0.405)
H (-4.912, -0.780, 2.216)
H (-6.839, -1.945, 1.291)

Values from the calculation:
* total charge: -2
* orbital gap: 2.25 eV
* E_LUMO: 3.060 eV

***

[7]
Molecular formula: C42H43BrCsFN11O5S2
Method: DFT, wB97M-V/def2-TZVPD

Cartesian coordinates (Å):
Cs (-0.241, 0.058, -0.031)
C (4.500, -3.147, 0.561)
C (3.574, -1.960, 0.499)
N (2.533, -1.838, 1.232)
N (2.296, -2.825, 2.132)
C (1.273, -2.779, 3.045)
N (1.308, -3.861, 3.883)
S (0.101, -1.630, 3.179)
C (3.895, -0.842, -0.443)
C (5.209, -0.620, -0.838)
C (5.486, 0.439, -1.690)
C (4.444, 1.237, -2.124)
C (3.164, 0.942, -1.672)
N (2.891, -0.066, -0.854)
H (3.931, -4.080, 0.550)
H (5.112, -3.129, 1.468)
H (5.165, -3.174, -0.296)
H (2.925, -3.612, 2.191)
H (2.186, -4.316, 4.081)
H (0.670, -3.795, 4.658)
H (6.014, -1.242, -0.474)
H (6.503, 0.635, -2.002)
H (4.610, 2.071, -2.792)
H (2.320, 1.553, -1.973)
C (-7.615, -3.687, 1.638)
C (-7.305, -3.084, 0.275)
N (-5.871, -2.949, 0.028)
C (-5.263, -1.757, 0.299)
C (-3.945, -1.482, 0.179)
C (-3.542, -0.050, 0.551)
O (-3.835, 0.293, 1.715)
O (-3.016, 0.636, -0.354)
C (-3.036, -2.535, -0.217)
O (-1.812, -2.464, -0.312)
C (-3.703, -3.842, -0.467)
C (-2.902, -4.927, -0.829)
C (-3.470, -6.145, -1.061)
F (-2.695, -7.214, -1.389)
C (-4.847, -6.347, -0.952)
C (-5.646, -5.286, -0.590)
C (-5.090, -4.020, -0.342)
N (-5.441, -7.635, -1.179)
C (-5.259, -8.159, -2.524)
C (-6.197, -9.330, -2.732)
N (-5.892, -10.380, -1.693)
C (-5.991, -9.826, -0.293)
C (-5.076, -8.625, -0.176)
H (-8.694, -3.752, 1.780)
H (-7.200, -3.064, 2.430)
H (-7.192, -4.687, 1.741)
H (-7.730, -2.084, 0.205)
H (-7.751, -3.666, -0.531)
H (-5.934, -0.986, 0.657)
H (-1.833, -4.775, -0.907)
H (-6.708, -5.462, -0.502)
H (-4.223, -8.479, -2.714)
H (-5.505, -7.388, -3.252)
H (-6.072, -9.788, -3.712)
H (-7.234, -9.038, -2.584)
H (-4.939, -10.722, -1.843)
H (-6.513, -11.181, -1.802)
H (-5.716, -10.620, 0.398)
H (-7.031, -9.545, -0.143)
H (-4.025, -8.945, -0.271)
H (-5.201, -8.198, 0.818)
C (0.318, -1.584, -3.443)
O (0.155, -0.231, -3.065)
C (0.275, 0.754, -3.995)
C (0.523, 0.518, -5.333)
C (0.605, 1.602, -6.206)
Br (0.931, 1.259, -8.039)
C (0.462, 2.894, -5.769)
C (0.242, 3.134, -4.407)
C (0.129, 2.071, -3.524)
O (-0.040, 2.232, -2.181)
C (0.090, 4.536, -3.964)
N (-0.342, 5.489, -4.745)
C (-0.358, 6.624, -3.948)
C (-0.751, 7.929, -4.254)
C (-0.688, 8.872, -3.250)
C (-0.245, 8.540, -1.956)
C (0.150, 7.258, -1.635)
C (0.085, 6.316, -2.659)
N (0.383, 4.970, -2.698)
H (-0.409, -1.873, -4.207)
H (0.142, -2.152, -2.533)
H (1.327, -1.772, -3.819)
H (0.642, -0.488, -5.704)
H (0.518, 3.740, -6.439)
H (-0.625, 2.966, -1.907)
H (-1.093, 8.180, -5.249)
H (-0.986, 9.891, -3.458)
H (-0.214, 9.309, -1.195)
H (0.484, 6.996, -0.639)
H (0.709, 4.426, -1.916)
S (0.098, 3.332, 1.476)
C (-1.423, 3.453, 0.800)
N (-2.529, 3.047, 1.508)
C (-3.787, 3.176, 1.065)
C (-4.022, 3.796, -0.124)
C (-2.882, 4.101, -0.877)
N (-1.646, 3.923, -0.466)
H (-2.364, 2.475, 2.325)
H (-4.558, 2.748, 1.686)
H (-5.018, 3.940, -0.507)
H (-2.986, 4.485, -1.888)

Values from the calculation:
* total charge: +1
* orbital gap: 5.87 eV
* E_LUMO: -3.161 eV

***

[8]
Molecular formula: C6H16NO
Method: DFT, wB97M-V/def2-TZVPD

Cartesian coordinates (Å):
C (0.788, -1.488, -1.813)
C (0.599, -0.451, -0.713)
C (0.773, 0.994, -1.174)
C (0.923, 2.004, 0.031)
C (0.921, 1.173, 2.320)
C (1.602, 1.442, 1.224)
N (-0.893, -0.563, -0.225)
H (1.853, -1.321, -2.055)
H (0.741, -2.543, -1.548)
H (0.103, -1.254, -2.648)
H (1.245, -0.761, 0.114)
H (1.595, 1.014, -1.884)
H (-0.060, 1.149, -1.875)
H (-0.050, 2.383, 0.345)
H (1.452, 2.868, -0.407)
H (-0.157, 1.273, 2.461)
H (1.313, 0.862, 3.285)
H (2.686, 1.356, 1.161)
H (-1.352, 0.307, 0.039)
H (-0.980, -1.228, 0.546)
H (-1.410, -1.063, -0.949)
H (-4.003, -2.651, 0.799)
H (-3.762, -1.786, 1.957)
O (-3.926, -1.718, 1.009)

Values from the calculation:
* total charge: +1
* orbital gap: 10.30 eV
* E_LUMO: -3.219 eV